DFT (the ωB97M-V functional and the def2-TZVPD basis) results for C31H35ClF3N3O2P2SV as an isolated structure.

Positions of all 79 atoms, in Å:
V -0.28 -0.73 1.02
Cl -5.66 1.68 5.33
S 0.40 -2.74 0.05
P -1.31 -0.08 -1.14
P 1.71 0.39 0.05
F 0.75 -5.81 1.00
F 2.59 -6.21 2.06
F 2.61 -4.98 0.27
O -1.95 -1.84 1.66
O -1.00 0.54 2.00
N 2.26 1.39 -2.38
N 0.88 -1.80 2.37
N -0.39 1.29 -3.28
C 1.70 -4.04 2.22
C -1.05 -2.06 -3.07
C -2.92 -2.29 -1.39
C 1.23 2.94 -6.08
C -3.33 2.32 4.14
C 1.93 1.88 -3.60
C 1.87 -2.80 4.27
C 2.13 1.98 0.92
C 2.10 -3.96 3.54
C 1.07 -2.93 1.65
C 2.58 2.95 -5.64
C 3.20 -0.63 -0.05
C 3.50 2.51 0.50
C -0.03 0.79 -2.12
C -4.30 1.34 4.35
C -4.15 0.09 3.78
C 1.26 -1.73 3.65
C -2.12 -1.32 -2.26
C -2.55 1.20 -0.79
C 0.58 1.85 -4.04
C -2.21 2.06 3.35
C -2.88 -1.49 2.40
C 1.30 0.87 -1.66
C -3.03 -0.18 2.98
C 1.03 3.00 0.59
C -2.07 0.82 2.77
C 1.92 -5.28 1.38
C 2.93 2.43 -4.43
C 2.13 1.68 2.43
C 0.24 2.40 -5.30
C -3.07 -0.61 -3.23
H 3.34 3.38 -6.28
H -2.84 1.68 -1.73
H -2.12 1.95 -0.12
H 2.17 -2.73 5.31
H -2.57 0.15 -3.83
H -1.54 -2.84 -3.65
H -3.48 -1.37 -3.91
H -3.68 -1.77 -0.80
H 2.97 -1.54 -0.61
H -1.46 2.82 3.19
H -0.79 2.38 -5.62
H 3.98 -0.08 -0.57
H 3.53 2.75 -0.56
H 2.87 0.93 2.70
H -3.92 -0.16 -2.72
H -3.45 -2.99 -2.04
H -4.89 -0.68 3.95
H -3.43 0.76 -0.31
H 3.54 -0.90 0.95
H 2.59 -4.81 3.99
H 0.05 2.65 0.92
H -3.64 -2.24 2.63
H -0.29 -2.55 -2.45
H 1.14 1.34 2.76
H 0.99 3.22 -0.48
H -0.54 -1.40 -3.77
H 4.31 1.82 0.73
H 3.95 2.43 -4.08
H -2.29 -2.88 -0.72
H 3.69 3.43 1.06
H 2.36 2.59 2.98
H 0.98 3.36 -7.04
H 1.06 -0.80 4.17
H -3.45 3.29 4.59
H 1.25 3.93 1.10

Calculated values
2S+1: 2
Charge: +2
E_LUMO (spin up / spin down) in eV: -7.435 / -7.027
HOMO level (spin up / spin down) in eV: -14.14 / -14.14
Kohn-Sham gap (spin up / spin down) in eV: 6.70 / 7.11
<S²>: 0.782